The following is a DFT calculation (ωB97M-V/def2-TZVPD) of a structure of composition C15H40FFeO5 in a non-equilibrium geometry.

Geometry (Å):
Fe  1.23  2.93  -1.10
F  0.35  1.16  0.72
C  5.36  0.65  1.30
C  4.83  2.03  1.05
C  5.97  3.00  0.85
O  4.20  2.03  -0.23
H  4.54  0.01  1.60
H  6.03  0.57  2.16
H  5.83  0.21  0.42
H  4.10  2.36  1.78
H  6.45  3.25  1.80
H  5.52  3.97  0.63
H  6.65  2.62  0.08
H  4.88  1.63  -0.77
C  -6.22  -0.47  -0.70
C  -5.49  0.84  -0.66
C  -4.47  0.91  0.50
O  -4.64  1.01  -1.79
H  -5.57  -1.27  -0.35
H  -6.60  -0.67  -1.70
H  -7.05  -0.41  0.01
H  -6.18  1.68  -0.62
H  -3.87  1.82  0.53
H  -3.72  0.12  0.57
H  -5.01  0.89  1.45
H  -5.03  0.54  -2.53
C  0.69  -4.33  -0.91
C  -0.81  -4.02  -1.13
C  -1.74  -4.57  -0.03
O  -0.89  -2.61  -1.18
H  1.30  -4.20  -1.80
H  0.84  -5.37  -0.62
H  1.09  -3.82  -0.03
H  -1.07  -4.40  -2.12
H  -1.64  -5.64  0.16
H  -2.79  -4.39  -0.25
H  -1.47  -4.11  0.92
H  -0.70  -2.25  -0.31
C  1.35  -1.23  -5.02
C  0.93  0.19  -4.77
C  -0.48  0.47  -5.33
O  0.84  0.39  -3.36
H  2.31  -1.41  -4.53
H  1.67  -1.31  -6.06
H  0.53  -1.90  -4.77
H  1.74  0.79  -5.19
H  -1.28  -0.08  -4.83
H  -0.50  0.13  -6.36
H  -0.85  1.50  -5.27
H  0.38  -0.39  -3.06
C  0.57  2.83  5.00
C  0.22  1.37  5.35
C  -1.27  1.20  5.32
O  0.86  0.49  4.47
H  0.07  3.52  5.68
H  0.22  3.09  4.00
H  1.62  3.14  5.03
H  0.53  1.15  6.38
H  -1.62  0.23  5.69
H  -1.75  1.39  4.36
H  -1.74  1.93  5.98
H  0.74  0.82  3.57

Its relative energy (zero: lowest compared OMol25 entry of this formula, charge and spin) is 7.600 eV. The total energy is -63520.7259 eV. As for the spin multiplicity: 6. As for the expectation value of S²: 8.81. The charge is +2.

The following is a DFT calculation (ωB97M-V/def2-TZVPD) of the ion C22H31N2O2 with charge +1.

Geometry (Å):
O  -4.48  -1.52  -2.44
C  -5.49  -0.53  -2.34
C  -5.46  0.12  -0.95
C  -4.24  1.02  -0.69
N  -3.32  0.41  0.25
C  -2.49  -0.62  -0.34
C  -1.82  -1.41  0.77
N  -0.97  -0.50  1.58
C  -0.17  -1.20  2.61
C  1.12  -0.43  2.91
C  2.02  -0.33  1.67
O  1.34  0.40  0.66
C  2.06  1.36  -0.06
C  1.56  2.65  -0.06
C  2.22  3.65  -0.75
C  3.40  3.36  -1.42
C  3.89  2.07  -1.42
C  3.23  1.04  -0.75
C  3.75  -0.33  -0.83
C  2.93  -1.38  -1.23
C  3.42  -2.67  -1.33
C  4.75  -2.93  -1.01
C  5.57  -1.89  -0.61
C  5.08  -0.60  -0.52
C  -1.81  0.58  2.13
C  -2.49  1.34  0.98
H  -4.58  -1.98  -3.28
H  -5.34  0.24  -3.11
H  -6.48  -0.98  -2.49
H  -5.48  -0.67  -0.20
H  -6.37  0.70  -0.85
H  -3.74  1.28  -1.63
H  -4.59  1.96  -0.24
H  -3.12  -1.27  -0.94
H  -1.72  -0.19  -1.00
H  -1.19  -2.20  0.34
H  -2.57  -1.86  1.42
H  -0.27  -0.06  0.94
H  -0.77  -1.32  3.51
H  0.09  -2.19  2.23
H  1.67  -0.95  3.69
H  0.90  0.58  3.27
H  2.96  0.17  1.93
H  2.26  -1.34  1.30
H  0.65  2.87  0.49
H  1.82  4.66  -0.75
H  3.92  4.14  -1.95
H  4.80  1.84  -1.96
H  1.90  -1.17  -1.50
H  2.78  -3.47  -1.66
H  5.13  -3.93  -1.08
H  6.61  -2.09  -0.36
H  5.73  0.21  -0.20
H  -1.19  1.26  2.71
H  -2.57  0.14  2.77
H  -3.11  2.13  1.41
H  -1.72  1.81  0.35

Its relative energy (zero: lowest compared OMol25 entry of this formula, charge and spin) is 1.192 eV. The total energy is -30386.4028 eV. The structure (SMILES) is OCCCN1CC[NH+](CCCOc2ccccc2-c2ccccc2)CC1. The charge is +1.

The following is a DFT calculation (ωB97M-V/def2-TZVPD) of a cluster of 13 separate species, C52H110F12O26 in total in a non-equilibrium geometry.

Geometry (Å):
C  13.06  2.91  2.50
O  14.14  3.53  3.11
C  15.12  4.01  2.21
C  16.35  4.53  2.91
O  17.21  3.55  3.44
C  18.19  3.95  4.39
H  13.22  2.23  1.65
H  12.29  3.60  2.12
H  12.56  2.37  3.31
H  14.77  4.80  1.54
H  15.45  3.20  1.55
H  16.07  5.19  3.75
H  16.92  5.19  2.25
H  18.79  4.77  3.99
H  18.76  3.03  4.49
H  17.73  4.25  5.34
C  16.03  0.93  5.04
O  16.14  0.27  6.28
C  16.54  -1.09  6.26
C  17.71  -1.39  5.35
O  18.78  -0.49  5.52
C  19.98  -0.95  4.95
H  15.13  1.55  5.06
H  15.97  0.22  4.20
H  16.93  1.52  4.88
H  15.67  -1.65  5.91
H  16.76  -1.45  7.27
H  17.42  -1.39  4.29
H  18.06  -2.41  5.54
H  20.67  -0.11  4.88
H  19.84  -1.19  3.89
H  20.41  -1.80  5.49
C  16.47  -4.93  -2.96
O  15.14  -5.18  -2.57
C  14.88  -6.41  -1.95
C  15.81  -6.62  -0.73
O  15.95  -8.01  -0.45
C  16.17  -8.27  0.91
H  16.61  -3.99  -3.48
H  16.75  -5.79  -3.58
H  17.13  -4.90  -2.09
H  15.10  -7.23  -2.66
H  13.83  -6.44  -1.69
H  15.19  -6.21  0.07
H  16.78  -6.12  -0.70
H  15.24  -8.14  1.49
H  16.87  -7.67  1.49
H  16.36  -9.34  0.90
C  15.85  -2.96  -0.11
O  14.89  -3.41  0.83
C  14.91  -2.62  1.99
C  13.88  -3.01  3.11
O  13.74  -1.97  4.02
C  13.07  -0.81  3.55
H  15.70  -1.95  -0.50
H  15.76  -3.59  -0.99
H  16.84  -2.86  0.34
H  14.85  -1.55  1.79
H  15.87  -2.76  2.50
H  14.27  -3.87  3.65
H  12.92  -3.33  2.69
H  12.90  -0.08  4.34
H  12.08  -1.18  3.26
H  13.58  -0.28  2.75
C  22.50  6.46  4.00
O  22.35  6.72  5.40
C  21.18  6.13  5.98
C  21.35  4.63  6.11
O  21.20  3.98  4.86
C  21.54  2.63  4.88
H  22.99  7.35  3.60
H  21.61  6.31  3.40
H  23.24  5.65  3.99
H  20.31  6.31  5.35
H  20.97  6.51  6.97
H  20.60  4.23  6.80
H  22.37  4.46  6.47
H  21.39  2.07  3.95
H  21.09  2.18  5.77
H  22.62  2.52  5.04
C  19.53  0.94  1.72
O  19.29  -0.43  1.60
C  19.90  -1.02  0.47
C  19.85  -2.52  0.57
O  19.27  -3.04  -0.61
C  19.50  -4.42  -0.76
H  19.06  1.41  2.59
H  19.17  1.46  0.83
H  20.59  1.22  1.76
H  20.93  -0.64  0.48
H  19.36  -0.68  -0.42
H  19.21  -2.83  1.40
H  20.86  -2.90  0.69
H  18.91  -5.03  -0.06
H  20.53  -4.72  -0.52
H  19.23  -4.78  -1.75
C  23.39  -5.25  -4.18
O  23.45  -3.96  -3.63
C  22.22  -3.25  -3.77
C  22.37  -1.88  -3.19
O  22.65  -1.94  -1.81
C  22.75  -0.65  -1.27
H  22.71  -5.94  -3.68
H  24.35  -5.76  -4.32
H  22.99  -5.14  -5.20
H  21.48  -3.88  -3.27
H  22.04  -3.13  -4.84
H  21.43  -1.35  -3.39
H  23.17  -1.34  -3.71
H  23.33  0.04  -1.90
H  23.36  -0.65  -0.36
H  21.81  -0.17  -0.97
C  19.39  -8.78  4.12
O  18.84  -7.95  3.11
C  19.75  -7.01  2.58
C  20.13  -5.84  3.48
O  19.57  -4.57  3.20
C  18.16  -4.57  3.19
H  19.98  -8.18  4.83
H  20.04  -9.52  3.65
H  18.61  -9.27  4.69
H  19.34  -6.59  1.66
H  20.70  -7.53  2.44
H  21.21  -5.71  3.43
H  19.96  -6.04  4.54
H  17.77  -4.62  4.21
H  17.78  -5.46  2.67
H  17.73  -3.65  2.79
C  21.39  7.42  -1.88
O  21.80  6.24  -1.22
C  21.77  5.10  -2.02
C  22.33  3.86  -1.35
O  21.53  3.26  -0.32
C  21.04  4.11  0.71
H  21.80  7.56  -2.89
H  21.69  8.23  -1.23
H  20.30  7.43  -2.02
H  22.44  5.13  -2.89
H  20.82  4.87  -2.53
H  23.36  3.94  -1.00
H  22.20  3.09  -2.11
H  20.12  4.58  0.36
H  21.77  4.82  1.10
H  20.80  3.48  1.57
C  22.37  -9.94  1.34
C  23.28  -9.28  0.32
O  23.62  -7.94  0.66
C  22.80  -6.94  0.51
O  21.69  -7.05  0.06
C  23.37  -5.59  0.99
F  24.62  -5.64  1.41
F  23.22  -4.69  0.00
F  22.58  -5.14  1.99
H  21.59  -9.24  1.62
H  22.90  -10.05  2.29
H  21.99  -10.91  1.02
H  22.92  -9.33  -0.72
H  24.21  -9.81  0.11
C  17.49  -0.89  -2.54
C  18.53  0.08  -3.08
O  18.30  1.38  -2.56
C  17.27  2.09  -3.01
O  16.38  1.69  -3.70
C  17.24  3.51  -2.38
F  16.44  3.57  -1.33
F  18.49  3.86  -2.07
F  16.82  4.37  -3.31
H  17.82  -1.93  -2.61
H  16.50  -0.85  -3.00
H  17.30  -0.63  -1.50
H  18.62  0.14  -4.17
H  19.50  -0.31  -2.75
C  18.96  -8.00  -2.63
C  20.17  -7.36  -3.29
O  19.68  -6.26  -4.09
C  20.04  -6.14  -5.37
O  21.05  -6.56  -5.84
C  19.10  -5.17  -6.12
F  17.91  -5.19  -5.49
F  19.56  -3.93  -6.13
F  18.94  -5.58  -7.38
H  19.26  -8.76  -1.90
H  18.21  -8.41  -3.30
H  18.41  -7.21  -2.12
H  20.87  -8.00  -3.83
H  20.87  -6.90  -2.59
C  27.00  0.62  5.35
C  27.24  1.67  4.28
O  26.05  2.03  3.54
C  25.65  1.27  2.56
O  26.11  0.21  2.24
C  24.62  1.93  1.62
F  23.49  1.18  1.61
F  24.23  3.15  2.05
F  25.11  2.09  0.40
H  26.81  -0.30  4.79
H  26.08  0.90  5.87
H  27.77  0.50  6.09
H  28.07  1.40  3.63
H  27.46  2.61  4.79

The total energy is -141540.1717 eV.